1.
ORCA calculation (the ωB97M-V functional and the def2-TZVPD basis) on C18H14MoN4O9P2 as an isolated structure.

```
48
Properties=species:S:1:pos:R:3:mulliken_charge:R:1
Mo -0.233 0.183 0.062 -2.12
O 3.005 1.387 -2.124 -0.55
C 2.277 0.979 -1.272 0.10
N 0.988 0.415 -1.443 1.04
C 0.470 0.183 -2.702 0.65
C 0.922 0.652 -3.942 -0.89
C 0.219 0.281 -5.063 -0.63
C -0.912 -0.557 -4.983 -0.57
C -1.372 -1.041 -3.780 -0.89
C -0.686 -0.665 -2.624 0.74
N -0.917 -1.029 -1.319 0.70
C -1.741 -2.111 -0.955 0.07
O -2.522 -2.677 -1.654 -0.56
C -1.390 -2.522 0.439 0.91
C -2.074 -3.522 1.094 -0.51
C -1.661 -3.875 2.372 -0.42
C -0.539 -3.250 2.895 -0.96
C 0.093 -2.257 2.169 -0.14
N -0.337 -1.867 0.965 0.16
C 2.634 0.949 0.178 0.78
C 3.807 1.504 0.630 -0.65
C 4.023 1.573 2.003 -0.41
C 3.033 1.104 2.850 -1.43
C 1.879 0.559 2.317 0.07
N 1.689 0.442 0.995 0.66
H 1.786 1.289 -4.015 0.57
H 0.544 0.649 -6.027 0.45
H -1.439 -0.821 -5.890 0.46
H -2.239 -1.679 -3.731 0.57
H -2.905 -3.997 0.590 0.51
H -2.194 -4.628 2.935 0.49
H -0.151 -3.528 3.865 0.46
H 0.993 -1.795 2.550 0.85
H 4.512 1.891 -0.093 0.56
H 4.932 2.009 2.395 0.47
H 3.135 1.173 3.924 0.46
H 1.082 0.241 2.973 0.83
O -1.553 3.921 -0.859 -0.49
P -1.329 2.603 -0.108 0.86
O 0.098 2.302 0.324 -0.19
O -1.640 1.341 -0.933 -0.13
O -2.245 2.605 1.191 -0.33
P -1.732 1.622 2.404 0.61
O -3.066 1.276 3.119 -0.40
O -0.614 2.140 3.174 -0.55
O -1.331 0.329 1.579 0.03
H -2.151 4.600 -0.502 0.37
H -3.151 1.619 4.026 0.39
```

Output
Spin multiplicity: 1
Energy in eV: -63707.938
Maximum force in eV/A: 2.347
Total charge: +2
Frontier orbital gap (alpha / beta) in eV: 6.5 / 6.4
E_HOMO (alpha / beta) in eV: -15.13 / -15.33

2.
ORCA calculation (the ωB97M-V functional and the def2-TZVPD basis) on C18H14N2O4 as an isolated structure.

```
38
Properties=species:S:1:pos:R:3:nbo_charge:R:1
O 2.914 2.219 -0.752 -0.59
C 2.228 1.443 -0.301 0.66
N 2.536 0.302 0.121 -0.54
C 3.615 -0.599 0.131 0.04
C 3.515 -1.903 0.778 -0.16
C 4.489 -2.695 1.077 -0.34
C 5.623 -2.467 0.497 -0.15
C 5.781 -1.180 -0.560 -0.22
C 4.691 -0.266 -0.642 0.28
O 4.992 0.719 -1.350 -0.69
H 4.162 1.630 -1.232 0.50
H 6.594 -0.873 -1.093 0.20
H 6.572 -3.200 0.275 0.22
H 4.475 -3.406 1.672 0.21
H 2.563 -1.948 1.343 0.18
H 1.560 -0.281 0.780 0.40
C 0.695 1.689 -0.006 -0.04
C -0.429 0.895 -0.076 -0.29
C -1.600 1.477 -0.015 0.18
C -1.985 2.750 0.487 -0.20
C -0.952 3.594 0.363 -0.25
C 0.278 3.282 0.389 -0.17
H 1.214 3.995 0.340 0.24
H -1.172 4.681 0.864 0.21
H -2.972 3.195 0.293 0.29
N -2.633 0.444 -0.092 -0.57
C -4.055 0.388 0.090 0.61
O -4.586 1.762 0.387 -0.70
C -4.887 -0.708 -0.046 0.12
C -6.123 -0.947 -0.018 -0.22
C -6.326 -2.156 -0.474 -0.30
C -5.123 -2.786 -0.798 0.10
O -4.128 -1.771 -0.494 -0.43
H -4.774 -3.864 -0.979 0.24
H -7.295 -2.869 -0.470 0.25
H -6.865 0.013 0.206 0.28
H -2.383 -0.497 -0.528 0.40
H -0.211 -0.062 -0.169 0.21
```

Output
Spin multiplicity: 1
Energy in eV: -30049.540
Energy relative to the best compared isomer or geometry (same formula, charge and spin) in eV: 13.9432
Maximum force in eV/A: 13.559
Frontier orbital gap in eV: 7.5
E_HOMO in eV: -8.20

3.
ORCA calculation (the ωB97M-V functional and the def2-TZVPD basis) on C18H15AgAsBF2O as an isolated structure.

```
39
Properties=species:S:1:pos:R:3:nbo_charge:R:1
Ag 1.419 -2.907 1.093 0.31
F 0.397 -5.344 2.794 -0.55
B 1.101 -4.949 1.707 0.74
F 1.503 -6.045 1.024 -0.55
O 1.994 -0.886 0.453 -1.17
As 0.655 -0.025 0.042 1.94
C 1.240 1.750 -0.421 -0.32
C 0.379 2.791 -0.753 -0.23
C 0.907 4.036 -1.056 -0.21
C 2.280 4.240 -1.022 -0.19
C 3.136 3.202 -0.684 -0.20
C 2.615 1.952 -0.384 -0.22
C -0.567 0.084 1.530 -0.32
C -1.897 -0.307 1.449 -0.23
C -2.697 -0.246 2.581 -0.19
C -2.171 0.206 3.781 -0.19
C -0.842 0.604 3.860 -0.20
C -0.039 0.542 2.734 -0.22
C -0.280 -0.812 -1.453 -0.32
C -0.848 -2.075 -1.318 -0.23
C -1.452 -2.682 -2.407 -0.20
C -1.494 -2.025 -3.629 -0.19
C -0.936 -0.763 -3.764 -0.20
C -0.328 -0.153 -2.676 -0.23
H -0.693 2.630 -0.767 0.22
H 0.246 4.852 -1.316 0.22
H 2.683 5.216 -1.258 0.22
H 4.206 3.360 -0.652 0.22
H 3.257 1.121 -0.119 0.25
H -2.312 -0.658 0.511 0.23
H -3.731 -0.559 2.525 0.22
H -2.798 0.245 4.663 0.22
H -0.432 0.954 4.798 0.22
H 1.003 0.836 2.782 0.23
H -0.815 -2.594 -0.366 0.23
H -1.882 -3.669 -2.298 0.23
H -1.960 -2.502 -4.482 0.22
H -0.965 -0.253 -4.718 0.22
H 0.119 0.828 -2.783 0.22
```

Output
Spin multiplicity: 1
Energy in eV: -91907.819
Maximum force in eV/A: 1.139
Frontier orbital gap in eV: 8.1
E_HOMO in eV: -7.85

4.
ORCA calculation (the ωB97M-V functional and the def2-TZVPD basis) on C18H15AgGeS4 as an isolated structure.

```
39
Properties=species:S:1:pos:R:3:nbo_charge:R:1
Ag 7.085 9.992 9.565 0.53
S 5.139 8.456 10.672 -0.49
S 3.592 9.389 9.920 -0.01
S 3.978 11.508 9.640 0.06
S 5.706 11.883 8.817 -0.39
C 10.010 13.545 13.532 -0.25
C 9.322 13.831 12.366 -0.23
C 9.321 12.926 11.288 -0.16
C 9.923 11.693 11.362 -0.41
C 10.553 11.370 12.571 -0.23
C 10.620 12.285 13.649 -0.22
Ge 9.512 10.405 9.905 0.72
C 10.259 8.755 10.689 -0.31
C 9.806 8.255 11.871 -0.26
C 10.253 7.002 12.344 -0.21
C 11.120 6.208 11.599 -0.25
C 11.492 6.663 10.342 -0.22
C 11.085 7.945 9.900 -0.26
C 10.450 11.126 8.286 -0.37
C 10.155 10.538 7.039 -0.23
C 10.909 10.949 5.930 -0.20
C 11.700 12.045 5.961 -0.24
C 11.883 12.770 7.140 -0.22
C 11.333 12.287 8.339 -0.22
H 9.999 14.159 14.428 0.20
H 8.726 14.745 12.296 0.20
H 8.720 13.101 10.401 0.20
H 11.017 10.384 12.691 0.21
H 11.040 11.946 14.603 0.20
H 9.038 8.799 12.449 0.22
H 9.885 6.571 13.246 0.20
H 11.438 5.156 11.885 0.20
H 12.179 6.027 9.707 0.20
H 11.379 8.290 8.895 0.21
H 9.480 9.728 6.938 0.21
H 10.735 10.476 4.968 0.20
H 12.150 12.376 5.037 0.20
H 12.501 13.685 7.144 0.20
H 11.548 12.700 9.309 0.22
```

Output
Spin multiplicity: 2
Energy in eV: -122767.242
Maximum force in eV/A: 2.620
Total charge: -1
Frontier orbital gap (alpha / beta) in eV: 7.0 / 5.0
E_HOMO (alpha / beta) in eV: -4.09 / -4.00

5.
ORCA calculation (the ωB97M-V functional and the def2-TZVPD basis) on C18H15Br4IrO7Se2 as an isolated structure.

```
47
Properties=species:S:1:pos:R:3:nbo_charge:R:1
Ir 0.228 0.321 0.402 0.91
Br 5.921 -1.949 3.833 0.03
C 4.613 -1.612 2.500 -0.17
C 4.834 -1.976 1.186 -0.17
Br 6.450 -2.824 0.669 0.03
C 3.853 -1.707 0.214 -0.21
Br 4.053 -2.205 -1.598 0.05
C 2.665 -1.078 0.555 0.33
O 1.689 -0.863 -0.292 -0.65
C 2.440 -0.686 1.903 0.25
O 1.321 -0.076 2.152 -0.70
C 3.412 -0.974 2.855 -0.19
Br 3.026 -0.456 4.634 0.03
O -0.869 4.967 1.848 -0.76
C -1.536 4.174 0.873 -0.07
C -0.796 4.118 -0.469 -0.15
C -0.937 5.504 -1.113 -0.05
O -0.256 5.654 -2.358 -0.74
C 0.699 3.832 -0.270 -0.60
Se 1.195 2.465 1.044 -0.15
C -1.438 3.077 -1.387 -0.57
Se -1.643 1.220 -0.773 -0.11
H -0.177 4.385 2.201 0.48
H -2.526 4.618 0.724 0.16
H -1.673 3.155 1.239 0.21
H -0.583 6.254 -0.396 0.17
H -1.990 5.705 -1.327 0.16
H 0.634 5.306 -2.237 0.47
H 1.186 4.729 0.123 0.21
H 1.166 3.582 -1.225 0.20
H -0.895 3.054 -2.332 0.22
H -2.464 3.378 -1.617 0.20
O -1.378 -4.120 -2.986 -0.72
C -1.899 -4.410 -1.786 0.43
C -2.600 -5.608 -1.622 -0.33
C -3.160 -5.924 -0.397 -0.20
C -3.034 -5.059 0.685 -0.29
C -2.333 -3.873 0.521 -0.14
C -1.761 -3.532 -0.697 -0.27
C -0.994 -2.237 -0.864 0.80
O -0.922 -1.511 0.183 -0.74
O -0.492 -2.001 -1.980 -0.69
H -0.956 -3.205 -2.846 0.51
H -2.692 -6.270 -2.474 0.20
H -3.702 -6.858 -0.284 0.19
H -3.471 -5.309 1.643 0.20
H -2.207 -3.176 1.340 0.24
```

Output
Spin multiplicity: 1
Energy in eV: -446947.047
Energy relative to the best compared isomer or geometry (same formula, charge and spin) in eV: 0.2793
Maximum force in eV/A: 0.816
Total charge: -2
Frontier orbital gap in eV: 5.9
E_HOMO in eV: -1.82